1.
82
Properties=species:S:1:pos:R:3:forces:R:3 method="wB97M-V/def2-TZVPD" charge=-2 relative_energy_kcal_mol=1.3 multiplicity=1 largest_force_ha_per_bohr=0.00636 total_energy_ha=-6328.475662
Ir -0.610 1.431 -0.568 0.0 0.2 0.3
C 4.597 1.867 1.404 0.0 0.0 0.0
Si 3.653 1.481 2.966 0.0 0.0 0.0
C 4.092 2.800 4.236 0.0 0.0 0.0
C 4.196 -0.193 3.630 0.0 0.0 0.0
C 1.790 1.491 2.778 0.0 0.0 0.0
C 1.000 1.737 3.898 0.0 0.0 0.0
C -0.383 1.849 3.815 0.0 0.0 0.0
C -0.969 1.742 2.568 0.0 0.0 0.0
N -0.241 1.478 1.495 0.0 0.0 0.0
C 1.098 1.324 1.566 0.0 -0.1 0.0
S 1.694 0.945 -0.019 -0.1 0.0 0.0
H 5.657 2.000 1.644 0.0 0.0 0.0
H 4.223 2.785 0.946 0.0 0.0 0.0
H 4.499 1.073 0.664 0.0 0.0 0.0
H 5.174 2.841 4.385 0.0 0.0 0.0
H 3.628 2.621 5.208 0.0 0.0 0.0
H 3.758 3.777 3.877 0.0 0.0 0.0
H 5.278 -0.233 3.788 0.0 0.0 0.0
H 3.925 -0.979 2.922 0.0 0.0 0.0
H 3.703 -0.415 4.580 0.0 0.0 0.0
H 1.475 1.868 4.866 0.0 0.0 0.0
H -0.988 2.057 4.687 0.0 0.0 0.0
H -2.029 1.878 2.393 0.0 0.0 0.0
F -2.222 5.597 -0.334 0.0 0.0 0.0
C -1.334 5.609 0.664 0.0 0.0 0.0
F -1.838 4.876 1.663 0.0 0.0 0.0
F -1.282 6.887 1.122 0.0 0.0 0.1
C 0.047 5.026 0.187 0.0 -0.1 0.1
O -0.032 3.746 -0.072 0.0 -0.1 -0.2
C 1.095 5.261 1.340 0.0 0.0 -0.1
F 0.663 4.738 2.498 0.0 0.0 0.0
F 1.386 6.561 1.591 0.0 0.0 0.0
F 2.260 4.660 1.062 0.0 0.0 0.0
C 0.512 5.870 -1.058 -0.1 0.0 0.0
F 0.405 7.214 -0.893 0.0 0.0 0.0
F 1.802 5.638 -1.351 0.0 0.0 0.0
F -0.207 5.560 -2.137 0.0 0.0 0.0
Cl -2.956 -0.155 -2.685 0.0 0.0 0.0
C -1.693 0.769 -3.439 -0.1 0.0 0.1
C -0.705 1.402 -2.659 0.1 0.1 0.0
C 0.262 2.068 -3.445 0.0 0.0 0.0
Cl 1.598 2.856 -2.681 0.0 0.0 0.1
C 0.235 2.135 -4.838 0.0 0.0 0.0
Cl 1.459 2.989 -5.722 0.0 0.0 0.0
C -0.780 1.508 -5.546 0.0 0.0 0.0
Cl -0.836 1.587 -7.276 0.0 0.0 0.0
C -1.745 0.813 -4.834 0.0 0.0 0.0
Cl -3.005 0.008 -5.716 0.0 0.0 0.0
C -4.573 -1.094 0.452 0.0 0.0 0.0
O -3.640 -0.035 0.316 0.1 -0.1 0.0
C -4.063 1.179 -0.041 0.0 0.0 -0.1
S -5.685 1.547 -0.191 0.0 0.0 0.1
S -2.819 2.316 -0.323 0.0 0.0 -0.3
H -3.970 -1.975 0.669 0.0 0.0 0.0
H -5.138 -1.232 -0.471 0.0 0.0 0.0
H -5.277 -0.892 1.259 0.0 0.0 0.0
C -1.416 -6.555 -2.710 0.0 0.0 0.0
C -0.500 -6.448 -1.482 0.0 0.0 0.0
C 0.961 -6.597 -1.930 0.0 0.0 0.0
C -0.827 -7.612 -0.547 0.0 0.0 0.0
C -0.697 -5.086 -0.813 0.0 0.0 0.0
C -1.131 -4.954 0.501 0.0 0.0 0.0
C -1.313 -3.701 1.106 0.0 0.0 0.0
C -1.046 -2.586 0.353 0.0 0.0 0.0
O -1.152 -1.280 0.682 0.0 0.0 0.0
B -0.796 -0.521 -0.484 0.0 0.0 -0.1
O -0.418 -1.472 -1.487 0.0 0.0 0.0
C -0.607 -2.702 -0.966 0.0 0.0 0.0
C -0.429 -3.926 -1.562 0.0 0.0 0.0
H -1.284 -7.523 -3.203 0.0 0.0 0.0
H -1.201 -5.771 -3.437 0.0 0.0 0.0
H -2.462 -6.455 -2.415 0.0 0.0 0.0
H 1.114 -7.564 -2.418 0.0 0.0 0.0
H 1.632 -6.530 -1.071 0.0 0.0 0.0
H 1.243 -5.813 -2.633 0.0 0.0 0.0
H -0.671 -8.557 -1.073 0.0 0.0 0.0
H -1.867 -7.579 -0.216 0.0 0.0 0.0
H -0.186 -7.608 0.337 0.0 0.0 0.0
H -1.343 -5.835 1.091 0.0 0.0 0.0
H -1.654 -3.614 2.130 0.0 0.0 0.0
H -0.092 -3.972 -2.590 0.0 0.0 0.0


2.
67
Properties=species:S:1:pos:R:3:forces:R:3 method="wB97M-V/def2-TZVPD" relative_energy_kcal_mol=126.1 multiplicity=1 largest_force_ha_per_bohr=0.11408 total_energy_ha=-2331.969009
C -3.617 0.528 -2.577 -0.3 0.2 -0.2
C -2.239 0.004 -2.429 0.8 -1.4 -0.6
C -1.806 -1.325 -2.383 -0.5 0.7 0.0
C -0.422 -1.433 -2.127 -0.2 0.3 1.7
C 0.151 -0.217 -1.644 -0.3 -0.7 -3.3
B -0.894 -0.142 3.254 1.6 0.0 -3.4
C 1.598 -0.007 -1.662 -0.5 0.4 0.5
C 2.094 1.283 -1.810 0.3 0.1 -0.5
C 3.459 1.481 -1.793 0.4 -0.3 0.2
C 4.017 2.839 -2.065 0.1 1.0 -0.1
F 4.255 3.561 -0.926 0.0 -0.6 -0.6
F 5.195 2.780 -2.745 -0.8 0.2 0.4
F 3.140 3.595 -2.791 0.7 -0.4 0.3
C 4.325 0.429 -1.497 0.2 0.1 -0.3
C 3.790 -0.826 -1.255 0.3 0.0 0.2
C 4.678 -1.984 -0.922 0.4 -0.7 0.2
F 4.250 -2.658 0.194 0.2 0.4 -0.9
F 4.685 -2.889 -1.954 0.2 0.5 0.9
F 5.961 -1.626 -0.670 -0.7 -0.2 -0.3
C 2.431 -1.060 -1.338 0.4 0.0 -0.2
O -0.162 -0.093 4.347 0.5 -0.1 0.3
C -1.156 0.011 5.375 -0.4 0.3 1.2
C -2.528 0.105 4.670 -0.2 0.1 0.0
O -2.205 -0.055 3.254 -1.0 0.0 0.4
S -0.884 1.052 -2.374 0.0 0.1 1.2
H -4.270 -0.261 -2.988 0.2 0.4 0.2
H -4.029 0.875 -1.606 0.2 -0.2 -0.5
H -3.605 1.391 -3.265 -0.2 -0.3 0.3
H -2.495 -2.174 -2.478 0.4 0.4 0.0
H 0.142 -2.360 -2.125 -0.3 0.0 0.1
H 1.438 2.138 -1.964 0.2 -0.4 -0.2
H 5.401 0.570 -1.533 -0.2 0.0 0.2
H 2.024 -2.047 -1.146 0.1 0.1 0.0
H -1.072 -0.876 6.011 0.0 0.3 0.1
H -0.972 0.953 5.915 0.1 -0.6 0.1
H -3.235 -0.703 4.939 0.3 0.7 0.0
H -2.923 1.128 4.803 -0.3 -0.7 -0.1
C -1.326 -5.629 0.108 0.0 -0.3 -0.1
C -1.095 -4.178 0.397 -0.2 0.5 0.4
C -2.135 -3.251 0.579 0.3 -0.3 0.2
C -1.876 -1.895 0.844 0.1 -0.4 -0.9
C -0.552 -1.414 0.802 -0.6 -1.3 0.2
C 0.030 -0.081 0.478 -1.1 1.1 5.7
C -0.478 1.327 0.509 -0.1 0.7 0.6
C -1.775 1.858 0.551 0.2 0.3 -0.5
C -1.971 3.205 0.204 -0.2 0.3 0.0
C -0.919 4.037 -0.204 0.4 -0.8 0.5
C -1.094 5.427 -0.721 -0.1 0.5 -0.2
C 0.389 3.549 -0.012 -0.4 0.1 0.3
C 0.595 2.262 0.453 -0.6 -0.3 -0.5
C 0.458 -2.406 0.924 -0.3 -0.4 -0.8
C 0.212 -3.745 0.640 -0.4 0.6 0.4
H -0.571 -5.994 -0.605 -0.3 0.0 0.2
H -1.241 -6.230 1.027 0.0 0.1 -0.3
H -2.320 -5.795 -0.306 0.0 -0.1 -0.1
H -3.167 -3.621 0.506 0.4 0.3 0.1
H -2.712 -1.223 1.030 0.2 0.0 -0.4
H 0.706 -0.016 1.423 1.0 -0.1 -1.7
H -2.634 1.233 0.809 0.3 0.1 -0.2
H -2.982 3.637 0.241 0.4 -0.3 -0.1
H -0.445 5.602 -1.592 -0.2 0.0 0.2
H -2.120 5.626 -1.030 0.0 0.0 0.0
H -0.830 6.177 0.036 0.0 -0.1 -0.1
H 1.238 4.205 -0.216 -0.2 -0.1 0.1
H 1.596 1.894 0.677 -0.2 0.1 -0.2
H 1.471 -2.094 1.138 0.1 0.1 -0.1
H 1.029 -4.460 0.614 0.0 0.1 0.1


3.
74
Properties=species:S:1:pos:R:3:forces:R:3 method="wB97M-V/def2-TZVPD" relative_energy_kcal_mol=10.6 multiplicity=1 largest_force_ha_per_bohr=0.01161 total_energy_ha=-11618.954870
In -0.741 1.836 1.366 0.1 -0.5 0.3
O -1.555 0.166 5.613 0.0 0.0 0.0
C -0.685 -0.877 5.618 -0.1 0.0 0.0
C -0.530 -1.661 6.760 0.0 0.0 0.0
C 0.330 -2.744 6.774 0.0 0.0 0.0
C 1.066 -3.056 5.640 0.0 0.0 0.0
C 0.921 -2.258 4.517 0.1 0.0 0.0
C 0.051 -1.173 4.469 0.1 0.0 0.0
C 0.000 -0.407 3.155 -0.1 -0.1 0.0
O -0.522 0.833 3.186 0.1 0.2 0.1
N -0.810 -1.259 2.216 -0.2 0.1 0.1
N -1.225 -0.662 1.102 0.1 0.1 -0.1
C -1.524 -1.348 0.065 -0.1 0.0 0.0
C -2.085 -0.735 -1.131 0.0 0.1 0.2
Br -2.878 0.974 -0.851 -0.1 0.0 -0.1
C -2.159 -1.268 -2.350 0.0 -0.1 -0.1
C -1.540 -2.531 -2.775 0.0 0.0 0.0
C -2.139 -3.259 -3.804 0.0 0.0 0.0
C -1.592 -4.454 -4.239 0.0 0.0 0.0
C -0.424 -4.935 -3.661 0.0 0.0 0.0
C 0.197 -4.206 -2.657 0.0 0.0 0.0
C -0.353 -3.011 -2.220 0.1 0.0 0.0
H -1.961 0.228 6.484 0.0 0.0 0.0
H -1.106 -1.413 7.645 0.0 0.0 0.0
H 0.428 -3.337 7.674 0.0 0.0 0.0
H 1.753 -3.891 5.637 0.0 0.0 0.0
H 1.528 -2.466 3.640 0.0 0.0 0.0
H 1.036 -0.407 2.770 0.0 0.0 0.0
H -0.549 -2.237 2.139 0.1 0.0 0.0
H -1.398 -2.431 0.051 -0.1 0.1 0.0
H -2.727 -0.737 -3.105 0.0 0.0 0.0
H -3.047 -2.882 -4.260 0.0 0.0 0.0
H -2.073 -5.008 -5.034 0.0 0.0 0.0
H 0.010 -5.865 -4.004 0.0 0.0 0.0
H 1.127 -4.553 -2.226 0.0 0.0 0.0
H 0.173 -2.424 -1.477 0.0 0.0 -0.1
S 1.477 1.058 0.552 -0.1 0.1 0.0
C 1.148 1.168 -1.161 -0.1 0.1 -0.1
N 1.586 0.346 -2.052 0.1 -0.1 0.0
N 2.281 -0.702 -1.637 0.0 0.0 -0.1
C 2.784 -1.634 -2.547 0.0 0.1 0.1
C 2.572 -1.503 -3.916 0.0 0.0 0.0
C 3.100 -2.451 -4.777 0.0 0.0 0.0
C 3.838 -3.524 -4.296 0.0 0.0 0.0
C 4.042 -3.648 -2.928 0.0 0.0 0.0
C 3.516 -2.711 -2.053 0.0 0.0 0.0
N 0.446 2.242 -1.740 0.1 -0.1 0.1
N -0.189 2.963 -0.958 0.0 0.2 -0.1
C -0.775 4.119 -1.572 0.1 -0.1 0.1
C -1.631 4.877 -0.794 0.0 0.1 0.0
C -2.222 6.018 -1.314 0.0 0.0 0.0
C -1.934 6.408 -2.612 0.0 0.0 0.0
C -1.049 5.659 -3.382 0.0 0.0 0.0
C -0.463 4.516 -2.870 -0.1 0.0 -0.1
H 2.427 -0.828 -0.641 0.0 0.0 0.0
H 1.997 -0.667 -4.285 0.0 0.0 0.0
H 2.931 -2.346 -5.841 0.0 0.0 0.0
H 4.249 -4.256 -4.978 0.0 0.0 0.0
H 4.616 -4.477 -2.536 0.0 0.0 0.0
H 3.681 -2.805 -0.985 0.0 0.0 0.0
H -1.827 4.584 0.224 0.0 0.0 0.1
H -2.896 6.599 -0.700 0.0 0.0 0.0
H -2.385 7.302 -3.022 0.0 0.0 0.0
H -0.812 5.974 -4.390 0.0 0.0 0.0
H 0.229 3.929 -3.457 0.0 0.0 0.0
Br 1.539 3.198 4.435 0.0 0.0 0.0
C 1.453 4.900 3.559 0.0 0.1 0.1
Br 1.124 4.736 1.667 0.0 0.0 -0.1
H 2.397 5.413 3.683 0.0 0.0 0.0
H 0.624 5.452 3.981 0.0 0.0 0.0
Cl -2.257 4.985 3.106 0.0 0.0 0.0
Si -2.745 3.096 2.408 -0.1 0.0 -0.1
Cl -4.340 3.398 1.113 0.1 0.1 0.0
Cl -3.531 2.070 3.987 0.0 0.0 -0.1


4.
66
Properties=species:S:1:pos:R:3:forces:R:3 method="wB97M-V/def2-TZVPD" charge=-1 s2=0.76 relative_energy_kcal_mol=4.7 multiplicity=2 largest_force_ha_per_bohr=0.03214 total_energy_ha=-3426.115183
Co -0.157 -0.181 0.240 0.4 -1.0 -1.3
O -1.526 3.193 -2.250 0.0 0.1 -0.1
C -0.356 3.391 -2.882 0.1 -0.2 0.2
C -0.323 4.268 -3.964 0.0 0.1 -0.2
C 0.856 4.491 -4.651 -0.1 -0.1 0.1
C 2.025 3.843 -4.264 0.1 0.1 -0.1
C 2.003 2.978 -3.187 -0.1 0.0 0.0
C 0.824 2.735 -2.481 0.0 0.4 -0.3
C 0.796 1.797 -1.354 0.0 -0.8 1.2
O -0.338 1.515 -0.787 -0.4 0.6 -0.8
N 1.917 1.267 -0.934 0.5 0.4 -1.1
N 1.691 0.294 -0.006 -0.6 -0.1 1.1
C 2.689 -0.070 0.722 -0.1 0.3 -0.5
C 2.614 -1.028 1.792 -0.2 -0.4 0.5
C 3.783 -1.600 2.307 -0.1 0.0 -0.2
C 3.756 -2.495 3.358 0.4 0.0 0.1
C 2.538 -2.808 3.959 -0.3 0.2 -0.1
C 1.368 -2.238 3.499 0.3 -0.3 0.2
C 1.360 -1.360 2.395 -0.3 0.4 -0.4
O 0.239 -0.873 1.974 0.0 -0.6 1.3
H -1.340 2.500 -1.555 0.0 -0.1 0.0
H -1.243 4.757 -4.258 0.0 0.0 0.0
H 0.860 5.162 -5.501 0.0 0.0 0.0
H 2.942 4.010 -4.814 0.0 0.0 0.0
H 2.899 2.463 -2.870 0.0 0.0 0.0
H 3.643 0.411 0.516 0.1 -0.1 -0.1
H 4.728 -1.350 1.835 0.0 0.0 0.0
H 4.675 -2.941 3.717 0.0 0.0 0.0
H 2.501 -3.506 4.787 0.0 0.0 0.0
H 0.417 -2.483 3.956 0.0 0.1 0.0
O -2.172 -0.503 0.388 0.4 0.4 -0.1
S -3.046 -1.719 0.476 -0.6 0.2 0.9
C -2.567 -2.573 2.055 0.2 0.1 -0.4
C -2.663 -4.062 2.020 -0.1 -0.3 0.0
C -3.857 -4.702 2.351 0.0 0.1 0.0
C -3.963 -6.084 2.319 -0.1 -0.1 0.0
C -2.868 -6.857 1.962 0.0 0.1 0.0
C -1.666 -6.233 1.653 -0.1 -0.1 0.0
C -1.564 -4.853 1.689 0.1 0.1 -0.1
C -4.622 -0.867 1.176 0.6 -0.4 -0.5
C -4.329 0.041 2.316 0.2 0.1 0.1
C -3.626 1.230 2.102 -0.1 -0.1 0.0
C -3.209 2.005 3.171 0.0 0.1 0.0
C -3.504 1.623 4.472 0.0 0.0 0.0
C -4.236 0.468 4.697 0.0 0.0 0.1
C -4.639 -0.319 3.628 -0.1 0.0 -0.1
H -3.196 -2.155 2.836 0.1 0.1 0.1
H -1.541 -2.227 2.181 0.1 0.1 0.0
H -4.711 -4.108 2.660 0.0 0.0 -0.1
H -4.901 -6.562 2.574 0.0 0.0 0.0
H -2.949 -7.936 1.940 0.0 0.0 0.0
H -0.807 -6.834 1.383 0.0 0.1 0.0
H -0.620 -4.378 1.461 0.0 0.1 -0.1
H -5.309 -1.674 1.434 -0.1 0.0 0.0
H -4.979 -0.327 0.299 -0.1 0.0 0.0
H -3.381 1.524 1.092 0.0 0.0 0.0
H -2.643 2.909 2.984 0.0 0.0 0.0
H -3.167 2.225 5.307 0.0 0.0 0.0
H -4.489 0.172 5.708 0.0 0.0 0.0
H -5.209 -1.224 3.812 0.0 0.0 0.0
C 1.353 -2.466 -1.275 0.0 0.0 -0.4
C 0.003 -1.957 -0.800 0.1 0.3 1.0
O -0.859 -2.832 -0.670 -0.4 0.1 -0.1
H 1.252 -3.406 -1.828 0.0 0.0 0.0
H 1.945 -2.641 -0.372 0.0 0.0 0.0
H 1.870 -1.718 -1.876 0.1 0.0 0.0